(1)
Formula: C31H55O5SSiY
Source: the Open Molecules 2025 dataset
Level of theory: wB97M-V/def2-TZVPD

Element x y z (Å)
O (4.79226, -1.78716, -3.84651)
C (5.41717, -3.13497, -3.90469)
C (6.48724, -2.69674, -4.87080)
H (4.72633, -3.87854, -4.32543)
H (5.86311, -3.45838, -2.95538)
C (5.76583, -1.33595, -4.85056)
H (6.42820, -3.17207, -5.84866)
H (7.48937, -2.65253, -4.43655)
C (5.14933, -1.04496, -6.20666)
H (4.37408, -1.77697, -6.47136)
H (5.94433, -1.07650, -6.96726)
H (4.71196, -0.04252, -6.22879)
C (6.65731, -0.22785, -4.33328)
H (6.94004, -0.37429, -3.28148)
H (6.15044, 0.73529, -4.43210)
H (7.57179, -0.16912, -4.93874)
Y (0.95672, 0.09448, -0.65210)
C (1.26169, 1.59816, 1.35743)
C (1.16622, 0.28219, 1.89913)
C (2.31554, -0.46001, 1.51909)
H (0.34192, -0.10004, 2.49257)
C (3.15538, 0.41480, 0.76088)
C (2.50039, 1.67562, 0.65186)
H (2.91899, 2.55721, 0.17164)
H (0.52884, 2.38959, 1.53523)
H (2.46962, -1.52324, 1.71923)
H (4.14616, 0.16930, 0.38527)
C (-0.70998, 1.73094, -1.54326)
C (0.54888, 2.40178, -1.51308)
C (1.42136, 1.75097, -2.44965)
H (0.75332, 3.31328, -0.94901)
C (0.67884, 0.68270, -3.06851)
C (-0.63576, 0.68212, -2.50984)
H (-1.44683, -0.00782, -2.74465)
H (-1.60282, 2.00521, -0.97699)
H (2.43514, 2.06351, -2.70572)
H (1.03860, -0.00288, -3.83840)
O (1.92565, -2.08502, -2.13371)
C (3.21614, -1.48097, -1.96730)
C (4.06217, -2.26326, -0.98367)
H (3.21113, -0.36624, -1.86954)
H (3.57290, -1.67713, -2.98328)
C (3.54435, -3.68786, -1.24809)
H (3.78128, -1.88250, 0.00548)
H (5.16293, -2.15554, -1.09598)
C (2.06364, -3.47409, -1.62959)
H (3.67868, -4.32313, -0.36101)
H (4.14059, -4.11491, -2.08335)
H (1.40688, -3.54758, -0.74002)
H (1.68873, -4.12063, -2.44494)
C (-4.01099, -2.39792, 2.45629)
C (-4.75369, -1.13388, 2.04622)
C (-5.06082, -1.17794, 0.55760)
C (-6.03351, -0.98485, 2.86274)
O (-3.94838, 0.02937, 2.36104)
Si (-2.59802, 0.64765, 1.60188)
S (-1.47216, -0.68948, 0.52044)
O (-3.13768, 1.85815, 0.60367)
C (-4.10904, 2.92463, 0.82802)
C (-3.91804, 3.94346, -0.29121)
C (-5.52565, 2.37340, 0.77144)
C (-3.89793, 3.58248, 2.18339)
O (-1.78915, 1.39849, 2.85105)
C (-1.78047, 1.10454, 4.28350)
C (-0.57877, 1.83383, 4.87435)
C (-3.04655, 1.62362, 4.95145)
C (-1.67843, -0.39209, 4.52752)
H (-4.63002, -3.26516, 2.19199)
H (-3.85263, -2.42011, 3.54081)
H (-3.04951, -2.47935, 1.93181)
H (-5.73331, -2.02600, 0.37365)
H (-5.56837, -0.26198, 0.23702)
H (-4.14612, -1.31266, -0.03329)
H (-5.80161, -0.91399, 3.93359)
H (-6.59437, -0.09245, 2.55737)
H (-6.67245, -1.86282, 2.71065)
H (-4.08067, 3.48014, -1.27104)
H (-4.64387, 4.75944, -0.17852)
H (-2.91280, 4.37887, -0.25915)
H (-5.71711, 1.68187, 1.60172)
H (-6.23816, 3.20645, 0.85454)
H (-5.71249, 1.85987, -0.17811)
H (-4.18748, 2.90462, 2.99623)
H (-2.85542, 3.89139, 2.31736)
H (-4.53176, 4.47863, 2.26207)
H (-0.68586, 2.91664, 4.73613)
H (-0.52003, 1.62777, 5.95213)
H (0.35576, 1.50862, 4.40507)
H (-3.94573, 1.16748, 4.52073)
H (-3.02311, 1.37875, 6.02372)
H (-3.11114, 2.71274, 4.86528)
H (-2.59319, -0.89939, 4.20438)
H (-0.82538, -0.83264, 4.00390)
H (-1.54998, -0.57596, 5.60264)

Largest force on an atom in eV Å⁻¹: 3.88
E_LUMO in eV: 0.3
Net charge: 0

These are the Mulliken partial charges, in e, on atoms 1 to 4: -0.414, -0.503, -0.812, 0.271

***

(2)
Formula: C3H4N2O2S
Source: the Open Molecules 2025 dataset
Level of theory: wB97M-V/def2-TZVPD

Element x y z (Å)
C (-1.11418, 0.58415, 0.96416)
C (-0.10989, 0.67442, -0.43600)
C (0.66996, -0.45111, -0.74636)
N (-2.15016, 0.01044, 0.70313)
N (1.76332, -0.75471, 0.03155)
O (2.35499, -1.78203, -0.27620)
O (2.10746, 0.03354, 0.89249)
S (-3.08001, -0.68814, -0.24884)
H (-0.73853, 0.99077, 1.93921)
H (-0.89901, 1.02034, -1.14833)
H (0.60841, 1.44867, -0.13467)
H (0.58766, -1.08634, -1.54017)

Largest force on an atom in eV Å⁻¹: 2.84
E_LUMO (alpha / beta) in eV: -2.6 / -2.6
Net charge: 0

These are the Mulliken partial charges, in e, on atoms 1 to 4: 0.048, -0.684, -0.546, -0.030